Run one
The following is a DFT calculation (wB97M-V/def2-TZVPD) of a cluster of 2 separate species, C6H18NO in total.

Results
Kohn-Sham gap (eV): 12.248

ORCA input file:
```
! wB97M-V def2-TZVPD RIJCOSX def2/J DEFGRID3
* xyz 1 1
C 0.90481 1.42934 -1.07968
C 0.48691 -0.03677 -1.08038
C -1.02852 -0.26341 -0.68461
C -1.64033 -1.19778 -1.73080
C -1.28362 -0.76973 0.73510
C -1.09908 0.31318 1.79039
N 1.37097 -0.82233 -0.15714
H 1.98238 1.50956 -1.16469
H 0.41122 1.90174 -0.22640
H 0.48519 1.94878 -1.94176
H 0.64381 -0.47039 -2.05917
H -1.49379 0.72422 -0.67717
H -2.07124 -0.63805 -2.54915
H -2.50492 -1.74285 -1.34957
H -0.94329 -1.91934 -2.14606
H -0.76544 -1.67199 1.06775
H -2.31394 -1.07685 0.71946
H -1.15725 -0.03275 2.79598
H -1.85833 1.08117 1.67875
H -0.15271 0.85415 1.67291
H 0.95698 -1.66649 0.23455
H 1.72518 -0.30262 0.67206
H 2.25096 -1.01560 -0.64058
H 1.87632 1.04225 2.60843
H 2.78655 1.85721 1.70268
O 2.43116 0.96535 1.80910
*
```

Run two
The following is a DFT calculation (wB97M-V/def2-TZVPD) of a cluster of 2 separate species, C6H18NO in total.

Results
Kohn-Sham gap (eV): 10.444

ORCA input file:
```
! wB97M-V def2-TZVPD RIJCOSX def2/J DEFGRID3
* xyz 1 1
C 1.76334 -0.09025 -0.66714
C 0.48984 0.73381 -0.56712
C -0.78680 0.22891 -0.02750
C -0.55278 -0.66203 1.17958
C -0.83305 0.06764 2.44298
C -2.40913 -0.23438 2.77408
N 0.21006 1.34212 -1.93920
H 1.72623 -0.97523 -1.35766
H 1.95088 -0.62946 0.24693
H 2.70114 0.35619 -0.99181
H 1.00954 1.52784 0.14437
H -1.29909 -0.19630 -0.76742
H -1.51356 0.84450 0.41765
H -1.27726 -1.53740 1.20966
H 0.55329 -1.05920 1.27993
H -0.71487 1.07734 2.45506
H -0.26554 -0.21429 3.29726
H -3.06542 0.16042 1.99715
H -2.60461 -1.34396 2.62655
H -2.66371 0.15347 3.79693
H 0.95996 1.82301 -2.35685
H -0.47903 2.15976 -1.75966
H -0.18881 0.57141 -2.60941
H 2.10775 -1.19780 -4.32521
H 2.83902 -1.84451 -3.06966
O 2.34262 -1.06164 -3.42948
*
```

Run three
The following is a DFT calculation (wB97M-V/def2-TZVPD) of a cluster of 2 separate species, C6H18NO in total.

Results
Kohn-Sham gap (eV): 11.137

ORCA input file:
```
! wB97M-V def2-TZVPD RIJCOSX def2/J DEFGRID3
* xyz 1 1
C -1.14953 -0.89935 -2.00388
C -1.31618 0.55178 -1.63369
C 0.07638 1.26166 -1.38416
C 0.24806 1.95248 -0.02923
C 1.38970 1.45392 0.85124
C 0.87099 0.50928 1.94148
N 0.07431 -0.62443 1.34643
H -1.03804 -1.63549 -1.20939
H -1.94003 -1.26925 -2.67649
H -0.36402 -1.10703 -2.71820
H -1.81655 0.66408 -0.66822
H -1.87722 1.16017 -2.33462
H 0.88006 0.56150 -1.62614
H 0.16555 1.96973 -2.20863
H 0.29117 3.03793 -0.09132
H -0.73088 1.89534 0.46620
H 2.09809 0.81609 0.31323
H 1.90421 2.29013 1.32347
H 0.28930 1.00709 2.72170
H 1.69111 0.13774 2.55996
H 0.57574 -1.47779 1.58284
H -0.88363 -0.66414 1.69444
H -0.03100 -0.52297 0.33554
H 0.26520 -3.98977 0.43168
H 0.32642 -3.73764 1.91847
O 0.00081 -3.34105 1.09729
*
```

Of them, run two has the lowest stability.

Run one
The following is a DFT calculation (wB97M-V/def2-TZVPD) of an isolated molecule of C6H10S.

Results
Kohn-Sham gap (eV): 9.833
SMILES: C1CC[C@@H]2S[C@H]2C1

ORCA input file:
```
! wB97M-V def2-TZVPD RIJCOSX def2/J DEFGRID3
* xyz 0 1
C -0.66831 -0.83265 -0.79797
C 0.60732 -0.02131 -1.19935
C 0.84247 1.30180 -0.39626
C -0.04042 1.13999 0.81579
S 0.10593 1.11070 2.61515
C 0.13021 -0.21409 1.37752
C -0.83355 -1.16704 0.73032
H -1.55668 -0.27298 -1.13364
H -0.67414 -1.77768 -1.38846
H 1.48802 -0.64915 -1.07074
H 0.53331 0.17715 -2.27370
H 0.57636 2.22493 -0.98733
H 1.90752 1.39546 -0.13367
H -1.09270 1.33273 0.57327
H 1.14249 -0.52205 1.28712
H -0.61067 -2.23024 0.92964
H -1.85715 -0.99557 1.05231
*
```

Run two
The following is a DFT calculation (wB97M-V/def2-TZVPD) of an isolated molecule of C6H10S.

Results
Kohn-Sham gap (eV): 9.835
SMILES: CC1(S)CC=CC1

ORCA input file:
```
! wB97M-V def2-TZVPD RIJCOSX def2/J DEFGRID3
* xyz 0 1
C 0.34338 -1.44850 -1.37829
C 0.12223 -0.32830 -0.30782
S 1.72100 0.39927 0.14275
C -0.77495 0.81949 -0.86138
C -1.56149 1.20581 0.33843
C -1.50623 0.27848 1.28086
C -0.63600 -0.86437 0.92323
H 0.99305 -2.24676 -1.02434
H 0.86258 -1.02059 -2.20576
H -0.59088 -1.88841 -1.71783
H 2.21351 -0.71473 0.71640
H -1.39241 0.39721 -1.68743
H -0.18963 1.66562 -1.25412
H -2.17379 2.08919 0.39235
H -2.05458 0.27810 2.20761
H -1.23150 -1.76888 0.61454
H 0.10593 -1.15477 1.70438
*
```

Of them, run one has the lowest stability.

Run one
The following is a DFT calculation (wB97M-V/def2-TZVPD) of a structure of composition C3H6N4.

Results
Kohn-Sham gap (eV): 9.834

ORCA input file:
```
! wB97M-V def2-TZVPD RIJCOSX def2/J DEFGRID3
* xyz 0 1
C -0.03560 -1.15593 -0.81054
C 0.33815 -0.08980 0.11888
C 1.43055 0.40700 0.85924
N -2.11399 0.67799 -0.18943
N -2.04420 -0.35552 0.50602
N -0.98206 1.26943 -0.41683
N -0.73786 -0.95683 0.44926
H -0.44700 -0.95222 -1.78883
H 0.44868 -2.16825 -0.72697
H 1.08303 1.20575 1.43234
H 2.29435 0.71638 0.22603
H 1.82072 -0.45433 1.56842
H -1.05477 1.85632 -1.22760
*
```

Run two
The following is a DFT calculation (wB97M-V/def2-TZVPD) of an isolated molecule of C3H6N4.

Results
Kohn-Sham gap (eV): 7.913
SMILES: N=C=C(N)/N=C/N

ORCA input file:
```
! wB97M-V def2-TZVPD RIJCOSX def2/J DEFGRID3
* xyz 0 1
N -2.16198 -1.10616 1.01841
C -1.12252 -0.44840 0.92774
C -0.43844 0.65287 0.56225
N -0.47290 1.84514 1.30166
N 0.58883 0.55459 -0.34638
C 0.95328 -0.60645 -0.76481
N 1.65942 -0.72526 -1.91608
H -2.14908 -1.92044 1.63160
H 0.06010 2.56734 0.83643
H -1.40700 2.14065 1.55120
H 0.27836 -1.47608 -0.41942
H 2.08528 0.11589 -2.27185
H 2.12666 -1.59369 -2.11077
*
```

Run three
The following is a DFT calculation (wB97M-V/def2-TZVPD) of an isolated molecule of C3H6N4.

Results
Kohn-Sham gap (eV): 8.599
SMILES: N/N=C1/CNC=N1

ORCA input file:
```
! wB97M-V def2-TZVPD RIJCOSX def2/J DEFGRID3
* xyz 0 1
N 0.14136 0.73967 2.59744
N -0.62731 -0.11514 1.71316
C -0.20417 -0.13449 0.46002
C -0.69515 -1.03723 -0.62845
N -0.04697 -0.38079 -1.80604
C 0.83353 0.53247 -1.36850
N 0.85202 0.68947 -0.05932
H -0.47787 1.24128 3.25235
H 0.73557 1.31910 1.98174
H -0.37052 -2.11831 -0.64733
H -1.75243 -0.95802 -0.77796
H 0.08783 -0.81725 -2.68674
H 1.52412 1.03924 -2.03038
*
```

Run four
The following is a DFT calculation (wB97M-V/def2-TZVPD) of an isolated molecule of C3H6N4.

Results
Kohn-Sham gap (eV): 10.203
SMILES: [H]/N=C\N=C/N/C=N/[H]

ORCA input file:
```
! wB97M-V def2-TZVPD RIJCOSX def2/J DEFGRID3
* xyz 0 1
H -3.53925 -0.09633 -0.76345
N -3.14833 -0.88404 -0.23010
C -2.04063 -0.48236 0.29253
N -1.56562 0.84505 0.06660
C -0.28660 0.92343 -0.01040
N 0.64868 -0.09445 -0.22851
C 2.03395 0.11090 -0.06197
N 2.79338 -0.89780 -0.00489
H 3.73077 -0.48464 0.06496
H -1.43863 -1.01520 1.01042
H 0.11041 1.93477 -0.00226
H 0.32477 -1.04741 -0.07881
H 2.37709 1.18807 -0.05411
*
```

Of them, run one has the lowest stability.